[1]
Computed, not measured: C5H6N as an isolated structure, with the ωB97M-V functional and the def2-TZVPD basis.

```
! wB97M-V def2-TZVPD RIJCOSX def2/J DEFGRID3
* xyz 1 1
C 1.942 -0.921 0.337
C 0.884 -1.214 -0.540
C 1.505 0.449 0.206
C -0.997 -0.339 -0.118
C -0.378 -1.614 0.259
N 0.265 0.235 -0.663
H 1.152 1.120 1.146
H 2.083 1.119 -0.477
H -1.827 -0.673 -0.780
H -1.410 0.225 0.603
H -0.707 -2.505 0.727
H 0.301 0.777 -1.526
*
```

Summary:
Frontier orbital gap (spin up / spin down): 8.161 / 8.162 eV
Highest occupied orbital energy (spin up / spin down): -14.3 / -14.3 eV
Relative energy (zero: lowest compared OMol25 entry of this formula, charge and spin): 186.74 kcal per mole
Energy: -248.3181 hartree


[2]
Computed, not measured: a 2-piece molecular cluster, C4H8N overall, with the ωB97M-V functional and the def2-TZVPD basis.

```
! wB97M-V def2-TZVPD RIJCOSX def2/J DEFGRID3
* xyz 1 1
C 2.992 0.392 0.018
C 2.216 -0.684 -0.061
C 0.062 -0.359 0.093
C -2.298 0.109 -0.122
N -1.192 -0.685 0.011
H 2.772 1.395 0.450
H 4.124 0.156 -0.115
H 2.210 -1.632 -0.416
H 0.120 0.708 0.097
H -3.225 -0.338 0.110
H -2.169 0.856 0.695
H -2.323 0.581 -1.085
H -1.333 -1.644 0.062
*
```

Summary:
Frontier orbital gap: 10.844 eV
Highest occupied orbital energy: -15.6 eV
Relative energy (zero: lowest compared OMol25 entry of this formula, charge and spin): 88.97 kcal per mole
Energy: -211.5293 hartree


[3]
Computed, not measured: C39H37Cl2FeIN2O2PSe as an isolated structure, with the ωB97M-V functional and the def2-TZVPD basis.

```
! wB97M-V def2-TZVPD RIJCOSX def2/J DEFGRID3
* xyz 0 6
Fe -0.473 0.081 -0.530
Cl -2.917 5.738 3.567
C -2.585 4.462 2.424
C -3.226 4.490 1.167
C -3.009 3.491 0.269
Cl -3.781 3.535 -1.281
C -2.169 2.360 0.567
O -2.086 1.374 -0.218
C -1.455 2.435 1.802
C -0.420 1.504 2.106
O -0.012 0.587 1.395
C -1.707 3.473 2.727
H -3.891 5.306 0.915
H 0.093 1.632 3.073
H -1.190 3.474 3.681
I 0.522 2.090 -1.903
C 2.202 1.700 -3.109
C 2.510 2.815 -3.826
C 3.604 2.838 -4.709
C 4.368 1.726 -4.822
C 4.081 0.555 -4.078
C 4.957 -0.539 -4.243
C 4.749 -1.691 -3.564
C 3.637 -1.789 -2.712
C 2.733 -0.776 -2.500
P 1.294 -1.290 -1.372
C 0.364 -2.361 -2.504
C 0.818 -3.493 -3.120
C 0.034 -4.178 -4.061
C -1.271 -3.710 -4.377
C -1.776 -2.604 -3.785
C -1.000 -1.768 -2.813
C 2.240 -2.299 -0.171
C 3.229 -1.625 0.550
C 4.048 -2.307 1.434
C 3.857 -3.668 1.648
C 2.844 -4.333 0.974
C 2.047 -3.654 0.056
C 2.951 0.476 -3.187
H 1.899 3.701 -3.714
H 3.825 3.733 -5.276
H 5.224 1.708 -5.486
H 5.798 -0.428 -4.918
H 5.420 -2.534 -3.672
H 3.513 -2.723 -2.182
H 1.798 -3.893 -2.881
H 0.429 -5.060 -4.550
H -1.867 -4.264 -5.093
H -2.774 -2.256 -4.029
H -0.806 -0.812 -3.344
H 3.355 -0.556 0.415
H 4.833 -1.773 1.958
H 4.494 -4.207 2.341
H 2.675 -5.389 1.154
H 1.277 -4.190 -0.485
C -1.330 -3.334 -0.006
C -2.370 -2.371 -0.581
C -3.465 -3.210 -1.265
C -3.019 -1.622 0.588
C -1.756 -1.304 -1.534
H -1.817 -4.068 0.648
H -0.583 -2.798 0.588
H -0.828 -3.885 -0.806
H -3.921 -3.899 -0.543
H -3.057 -3.808 -2.080
H -4.256 -2.566 -1.662
H -3.509 -2.328 1.269
H -3.766 -0.906 0.230
H -2.272 -1.067 1.164
H -2.564 -0.618 -1.823
C 3.779 -2.247 4.515
N 2.768 -3.279 4.377
C 2.895 -4.578 4.848
C 1.731 -5.200 4.608
N 0.895 -4.280 3.994
C -0.487 -4.532 3.623
C 1.526 -3.081 3.856
Se 0.876 -1.559 3.038
H 4.751 -2.649 4.235
H 3.817 -1.884 5.542
H 3.513 -1.426 3.856
H 3.804 -4.940 5.300
H 1.425 -6.213 4.808
H -1.068 -4.800 4.504
H -0.542 -5.336 2.890
H -0.888 -3.620 3.190
*
```

Summary:
Frontier orbital gap (spin up / spin down): 6.417 / 6.784 eV
Highest occupied orbital energy (spin up / spin down): -6.4 / -7.1 eV
Relative energy (zero: lowest compared OMol25 entry of this formula, charge and spin): 50.21 kcal per mole
Energy: -6992.8481 hartree
⟨S²⟩: 8.812


[4]
Computed, not measured: a 2-piece molecular cluster, CH4N5 overall, with the ωB97M-V functional and the def2-TZVPD basis.

```
! wB97M-V def2-TZVPD RIJCOSX def2/J DEFGRID3
* xyz 1 1
C -1.057 -0.216 -1.467
N 1.870 -1.575 1.377
N 1.467 -0.562 1.605
N -0.100 1.335 0.189
N 0.899 0.489 1.668
N -0.567 0.707 -0.602
H -0.342 -1.031 -1.630
H -1.979 -0.637 -1.047
H -1.301 0.268 -2.420
H 1.110 1.223 2.327
*
```

Summary:
Frontier orbital gap: 9.861 eV
Highest occupied orbital energy: -14.9 eV
Relative energy (zero: lowest compared OMol25 entry of this formula, charge and spin): 63.83 kcal per mole
Energy: -313.8734 hartree